No. 1
Molecular formula: C33H53Cl4N10O2SeSm
Method: DFT, ωB97M-V/def2-TZVPD

Element x y z (Å)
Sm  -0.320  0.319  -0.343
C  0.194  -2.950  -3.765
N  -0.569  -1.865  -4.343
C  -1.213  -2.063  -5.615
C  -0.910  -0.808  -3.468
N  -1.390  -0.978  -2.260
C  -2.202  -2.183  -2.004
C  -2.807  -1.862  -0.625
N  -1.838  -1.679  0.422
C  -2.490  -1.075  1.652
C  -1.487  -0.576  2.682
N  -0.668  0.508  2.116
C  -0.200  1.307  3.010
N  -0.232  0.965  4.390
C  0.400  -0.224  4.891
C  -0.430  2.030  5.372
N  0.266  2.562  2.812
C  -0.430  3.587  1.985
C  1.474  3.052  3.421
C  -1.070  -2.853  0.732
C  0.204  -2.991  0.025
N  0.980  -1.735  0.222
C  2.266  -1.764  0.248
N  3.081  -0.749  0.792
C  4.228  -0.215  0.082
C  2.434  0.302  1.563
N  3.001  -2.820  -0.254
C  2.711  -3.366  -1.528
C  4.203  -3.275  0.341
N  -0.830  0.411  -4.018
C  0.208  0.792  -4.976
C  -1.549  1.539  -3.468
H  1.034  -3.058  -4.377
H  0.314  -2.555  -2.742
H  -0.425  -3.845  -3.704
H  -1.879  -2.967  -5.537
H  -1.821  -1.172  -5.792
H  -0.497  -2.331  -6.406
H  -3.050  -2.224  -2.719
H  -1.656  -3.153  -1.982
H  -3.400  -0.895  -0.710
H  -3.512  -2.646  -0.296
H  -3.088  -0.159  1.374
H  -3.195  -1.815  2.056
H  -1.981  -0.179  3.589
H  -0.930  -1.461  3.046
H  0.723  -0.813  4.044
H  1.259  -0.003  5.577
H  -0.339  -0.840  5.545
H  -0.901  2.938  4.880
H  -1.083  1.673  6.146
H  0.425  2.444  5.861
H  -1.271  3.173  1.478
H  -0.798  4.308  2.668
H  0.313  4.075  1.398
H  1.884  2.382  4.203
H  2.248  3.345  2.708
H  1.285  3.990  3.945
H  -0.793  -2.807  1.777
H  -1.739  -3.774  0.678
H  0.706  -3.860  0.381
H  0.079  -3.091  -1.026
H  4.835  -0.884  -0.495
H  4.049  0.695  -0.399
H  4.931  0.120  0.817
H  1.585  -0.129  2.115
H  3.148  0.620  2.344
H  2.141  1.224  1.041
H  1.866  -2.842  -1.959
H  3.585  -3.181  -2.135
H  2.513  -4.418  -1.450
H  4.234  -3.057  1.397
H  4.201  -4.312  0.089
H  5.123  -2.875  -0.170
H  1.108  0.125  -4.882
H  -0.110  0.678  -6.041
H  0.619  1.758  -4.858
H  -1.764  2.216  -4.326
H  -2.557  1.218  -3.125
H  -0.969  2.171  -2.746
Cl  4.829  4.803  -2.267
C  3.931  3.383  -2.147
C  4.201  2.285  -2.982
Cl  5.596  2.344  -3.960
C  3.321  1.202  -2.982
Cl  3.685  -0.139  -3.939
C  2.128  1.151  -2.154
O  1.302  0.163  -2.058
C  1.885  2.276  -1.338
O  0.821  2.246  -0.500
C  2.813  3.335  -1.269
Cl  2.562  4.649  -0.179
Se  -2.844  2.183  -0.462
C  -4.122  1.862  0.958
C  -5.215  1.029  0.789
C  -5.991  0.559  1.852
C  -5.706  1.011  3.173
C  -4.649  1.855  3.349
C  -3.847  2.259  2.267
H  -5.488  0.638  -0.182
H  -6.896  -0.016  1.751
H  -6.253  0.668  4.063
H  -4.460  2.161  4.372
H  -3.066  2.942  2.473

E_HOMO (spin up / spin down)	-6.74 / -6.75	eV
net charge	0
lowest unoccupied orbital energy (spin up / spin down)	0.13 / 0.13	eV
spin multiplicity	6
HOMO-LUMO gap (spin up / spin down)	0.253 / 0.253	Eh



No. 2
Molecular formula: C33H53F3N8O2PS
Method: DFT, ωB97M-V/def2-TZVPD

Element x y z (Å)
C  -1.755  0.980  2.113
C  -1.038  0.175  2.646
C  -0.223  -0.808  3.361
C  0.620  -1.581  2.393
C  0.280  -2.764  1.794
N  1.303  -3.104  0.979
C  2.250  -2.178  1.047
S  3.696  -2.298  0.060
O  4.086  -1.035  -0.464
O  3.389  -3.367  -0.839
C  5.045  -2.971  1.159
F  5.856  -3.604  0.374
F  4.519  -3.787  2.036
F  5.680  -2.010  1.760
N  1.863  -1.221  1.933
P  2.585  0.315  2.549
C  3.105  1.298  1.123
C  4.038  -0.141  3.533
H  -2.283  1.573  1.404
H  -0.855  -1.513  3.899
H  0.400  -0.295  4.089
H  -0.612  -3.344  1.925
H  1.327  -3.941  0.413
H  2.459  1.106  0.274
H  2.972  2.331  1.435
H  4.140  1.152  0.829
H  4.142  0.621  4.301
H  4.970  -0.215  2.989
H  3.827  -1.077  4.048
C  -3.884  4.079  5.356
C  -3.256  4.962  4.287
C  -4.132  5.085  3.035
C  -4.316  3.801  2.362
N  -4.463  2.789  1.838
H  -4.018  3.059  4.999
H  -3.250  4.032  6.239
H  -4.859  4.469  5.659
H  -2.275  4.569  4.011
H  -3.095  5.964  4.687
H  -3.687  5.783  2.324
H  -5.112  5.486  3.301
C  -5.840  0.068  5.916
C  -5.200  -0.407  4.617
C  -3.763  -0.905  4.812
C  -2.878  0.162  5.273
N  -2.202  1.018  5.630
H  -5.297  0.914  6.340
H  -6.866  0.389  5.740
H  -5.861  -0.729  6.661
H  -5.206  0.400  3.883
H  -5.788  -1.224  4.196
H  -3.376  -1.289  3.866
H  -3.737  -1.725  5.533
C  -1.164  1.739  -3.121
C  0.305  1.986  -2.802
C  1.081  0.687  -2.545
C  0.573  -0.026  -1.375
N  0.152  -0.589  -0.466
H  -1.678  1.256  -2.287
H  -1.674  2.680  -3.322
H  -1.277  1.106  -4.003
H  0.391  2.639  -1.931
H  0.781  2.506  -3.633
H  2.140  0.899  -2.386
H  1.017  0.026  -3.411
C  -0.984  -3.172  -4.955
C  -0.795  -2.981  -6.455
C  -0.525  -1.522  -6.836
C  -1.652  -0.650  -6.509
N  -2.537  0.034  -6.249
H  -1.847  -2.613  -4.590
H  -1.147  -4.224  -4.720
H  -0.102  -2.837  -4.404
H  -1.677  -3.339  -6.987
H  0.047  -3.584  -6.799
H  -0.327  -1.440  -7.906
H  0.366  -1.157  -6.321
C  -4.800  2.834  -7.835
C  -5.917  1.954  -7.290
C  -7.051  1.738  -8.298
C  -7.726  2.988  -8.643
N  -8.243  3.974  -8.919
H  -5.162  3.833  -8.080
H  -4.005  2.936  -7.097
H  -4.366  2.399  -8.738
H  -6.321  2.395  -6.377
H  -5.509  0.980  -7.016
H  -7.791  1.048  -7.890
H  -6.662  1.284  -9.211
C  8.667  -2.835  2.733
C  10.085  -2.565  2.239
C  11.143  -3.324  3.046
C  11.153  -2.906  4.446
N  11.134  -2.586  5.548
H  8.545  -2.509  3.767
H  7.949  -2.296  2.124
H  8.433  -3.900  2.682
H  10.291  -1.495  2.283
H  10.173  -2.861  1.192
H  12.134  -3.155  2.623
H  10.958  -4.399  2.999

E_HOMO	-12.20	eV
net charge	+1
lowest unoccupied orbital energy	-3.87	eV
HOMO-LUMO gap	0.306	Eh



No. 3
Molecular formula: C33H53MnN2O2P2S
Method: DFT, ωB97M-V/def2-TZVPD

Element x y z (Å)
C  -1.767  -1.736  -0.907
C  0.391  -1.885  -1.815
C  -2.245  -2.769  -1.710
C  -0.132  -2.710  -2.861
C  -1.413  -3.241  -2.725
H  -3.230  -3.186  -1.488
H  0.488  -2.881  -3.756
H  -1.811  -3.964  -3.429
N  -0.486  -1.346  -0.856
P  -2.411  0.587  0.623
P  2.301  -0.748  -0.087
C  -2.746  -1.089  0.015
H  -3.743  -1.034  -0.412
H  -2.858  -1.704  0.903
C  0.432  1.021  1.914
O  0.717  1.594  2.906
C  1.818  -1.740  -1.606
H  2.457  -1.540  -2.467
C  3.664  0.678  -0.326
C  3.041  -2.520  0.485
C  -3.364  1.673  -0.661
C  -3.271  0.714  2.364
C  3.186  2.031  0.218
H  2.914  1.982  1.280
H  4.025  2.731  0.124
H  2.342  2.441  -0.346
C  4.900  0.283  0.481
H  4.657  0.216  1.550
H  5.354  -0.656  0.142
H  5.652  1.076  0.374
C  3.950  0.808  -1.816
H  4.737  1.562  -1.938
H  4.320  -0.115  -2.277
H  3.078  1.166  -2.377
C  3.696  -2.399  1.850
H  3.039  -1.891  2.564
H  3.897  -3.399  2.254
H  4.643  -1.860  1.833
C  1.853  -3.486  0.597
H  1.054  -3.058  1.217
H  1.422  -3.736  -0.374
H  2.157  -4.434  1.067
C  4.032  -2.919  -0.628
H  4.021  -2.268  -1.514
H  5.071  -2.931  -0.284
H  3.782  -3.918  -1.002
C  -3.036  2.126  2.937
H  -3.393  2.163  3.982
H  -1.965  2.381  2.940
H  -3.579  2.896  2.375
C  -2.603  -0.308  3.297
H  -2.755  -1.341  2.963
H  -1.523  -0.144  3.387
H  -3.041  -0.222  4.307
C  -4.778  0.403  2.334
H  -5.119  0.226  3.367
H  -5.378  1.234  1.947
H  -5.003  -0.505  1.756
C  -2.989  1.214  -2.081
H  -3.586  1.789  -2.805
H  -1.945  1.402  -2.308
H  -3.196  0.147  -2.245
C  -2.938  3.132  -0.419
H  -1.849  3.244  -0.452
H  -3.360  3.771  -1.211
H  -3.295  3.513  0.548
C  -4.894  1.550  -0.587
H  -5.227  0.503  -0.589
H  -5.338  2.085  0.261
H  -5.298  2.009  -1.504
Mn  0.095  0.449  0.239
N  -0.063  1.981  -1.134
C  -0.033  2.835  -2.007
C  0.469  2.906  -3.399
C  0.727  4.148  -3.997
C  0.853  1.717  -4.067
C  0.949  4.193  -5.389
H  0.794  5.015  -3.334
C  1.196  1.764  -5.434
H  0.955  0.770  -3.524
C  1.159  2.990  -6.120
H  0.936  5.157  -5.926
H  1.461  0.853  -5.983
H  1.260  3.017  -7.222
C  -0.217  -3.381  4.680
S  0.873  -2.076  4.092
C  0.559  -0.812  5.332
O  0.228  -1.585  2.815
H  -1.135  -2.932  5.078
H  0.322  -3.934  5.455
H  -0.442  -4.033  3.828
H  1.335  -0.915  6.099
H  0.630  0.170  4.853
H  -0.434  -0.969  5.769

E_HOMO (spin up / spin down)	-8.79 / -8.67	eV
net charge	+1
lowest unoccupied orbital energy (spin up / spin down)	-3.03 / -3.80	eV
spin multiplicity	6
HOMO-LUMO gap (spin up / spin down)	0.212 / 0.179	Eh



No. 4
Molecular formula: C33H53N2O2P2STi
Method: DFT, ωB97M-V/def2-TZVPD

Element x y z (Å)
C  -1.856  -1.649  -2.189
C  0.450  -1.729  -2.183
C  -1.939  -2.694  -3.102
C  0.463  -2.841  -3.023
C  -0.765  -3.354  -3.456
H  -2.918  -2.963  -3.499
H  1.417  -3.247  -3.359
H  -0.804  -4.224  -4.106
N  -0.697  -1.431  -1.529
P  -2.887  -0.013  -0.246
P  2.834  -0.464  -0.599
C  -2.949  -0.623  -1.983
H  -2.785  0.248  -2.646
H  -3.926  -1.046  -2.245
C  0.878  1.221  0.968
O  1.532  2.075  1.453
C  1.513  -0.661  -2.184
H  2.220  -0.898  -2.984
C  4.192  0.576  -1.484
C  3.408  -1.427  0.930
C  -3.480  1.755  -0.277
C  -4.062  -1.249  0.549
C  3.781  2.025  -1.157
H  3.677  2.188  -0.076
H  4.555  2.710  -1.537
H  2.824  2.288  -1.629
C  5.617  0.270  -0.989
H  5.768  0.506  0.070
H  5.890  -0.774  -1.198
H  6.322  0.900  -1.557
C  4.237  0.367  -3.013
H  5.204  0.755  -3.385
H  4.195  -0.704  -3.278
H  3.440  0.918  -3.538
C  4.043  -0.430  1.917
H  3.366  0.415  2.108
H  4.217  -0.953  2.872
H  5.010  -0.042  1.576
C  2.185  -2.050  1.622
H  1.510  -1.281  2.022
H  1.613  -2.706  0.952
H  2.539  -2.646  2.478
C  4.360  -2.523  0.449
H  5.309  -2.124  0.070
H  4.596  -3.189  1.291
H  3.885  -3.125  -0.340
C  -4.487  -0.728  1.931
H  -5.092  -1.505  2.423
H  -3.619  -0.529  2.576
H  -5.107  0.176  1.860
C  -3.287  -2.576  0.692
H  -3.018  -2.995  -0.288
H  -2.370  -2.460  1.282
H  -3.936  -3.304  1.202
C  -5.321  -1.533  -0.291
H  -6.014  -2.114  0.336
H  -5.846  -0.623  -0.605
H  -5.108  -2.144  -1.176
C  -2.674  2.554  -1.321
H  -2.955  2.281  -2.346
H  -2.909  3.621  -1.184
H  -1.587  2.427  -1.216
C  -3.250  2.361  1.123
H  -2.182  2.383  1.386
H  -3.623  3.396  1.111
H  -3.784  1.812  1.909
C  -4.965  1.819  -0.659
H  -5.157  1.359  -1.639
H  -5.626  1.368  0.092
H  -5.241  2.881  -0.738
Ti  -0.363  -0.056  0.123
N  0.308  1.196  -1.257
C  0.921  0.661  -2.273
C  0.910  1.391  -3.565
C  0.813  2.791  -3.553
C  0.923  0.696  -4.789
C  0.881  3.502  -4.755
H  0.700  3.294  -2.591
C  0.948  1.414  -5.991
H  0.904  -0.394  -4.789
C  0.944  2.812  -5.972
H  0.892  4.592  -4.733
H  0.981  0.862  -6.931
H  0.957  3.368  -6.916
C  -0.570  -2.402  3.985
S  -1.222  -0.827  3.406
C  -0.056  0.278  4.209
O  -0.723  -0.870  1.895
H  -0.782  -2.458  5.058
H  0.507  -2.484  3.793
H  -1.105  -3.210  3.469
H  0.242  1.100  3.556
H  -0.601  0.663  5.079
H  0.821  -0.284  4.546

E_HOMO (spin up / spin down)	-15.97 / -16.03	eV
net charge	+3
lowest unoccupied orbital energy (spin up / spin down)	-10.28 / -10.22	eV
HOMO-LUMO gap (spin up / spin down)	0.209 / 0.214	Eh



Number 1: total energy -6887.49694 Eh. Number 2: total energy -2916.54195 Eh. Number 3: total energy -3780.75718 Eh. Number 4: total energy -3478.58591 Eh.